66
Properties=species:S:1:pos:R:3:forces:R:3:nbo_charge:R:1 method="wB97M-V/def2-TZVPD" total_charge=+1 lumo_ev=-3.15 homo_energy_ev=-11.99
C -2.7072 -2.8270 -1.0172 -0.290 -0.473 -0.264 -0.67
C -3.4539 -1.9897 0.0053 0.034 -0.040 -0.010 -0.30
I -5.4409 -1.4211 -0.6765 -0.136 -0.318 0.165 0.11
C -2.7603 -0.9331 0.9131 0.412 -0.740 -0.264 -0.37
I -1.4803 -2.1901 2.1412 -0.405 0.306 0.356 0.20
C -2.1013 0.3937 0.4777 -0.681 0.493 -1.361 0.11
C -3.1696 1.1293 -0.3940 -0.555 -0.184 0.528 -0.51
C -3.4403 0.8107 -1.8601 -0.335 0.884 -0.434 0.04
F -2.9777 -0.3995 -2.3053 0.149 -0.062 -0.024 -0.36
N -2.0759 1.3657 1.7283 0.817 -0.247 0.242 -0.38
C -2.4258 1.0153 3.1671 -0.483 0.896 0.999 -0.26
C -1.5351 0.6588 4.3946 0.487 -0.843 0.449 0.00
O -1.8854 -0.5543 5.0196 0.071 -0.105 -0.304 -0.67
C 0.0089 0.7000 4.3849 0.046 -0.242 1.275 0.97
F 0.4227 0.2072 5.5789 -0.165 0.492 -1.001 -0.30
F 0.4091 2.0037 4.3430 0.041 -0.587 -0.259 -0.34
F 0.6170 0.0031 3.4298 -0.107 0.256 0.169 -0.30
C -0.9365 2.3637 1.7105 0.089 0.452 0.029 -0.27
C 0.4173 1.8141 1.2979 0.434 -0.012 0.402 -0.10
O 0.3374 0.5662 0.6544 -0.380 -0.093 0.145 -0.53
C -0.7087 0.4126 -0.2436 1.150 -0.104 0.145 0.35
Br -0.5147 2.0215 -1.4955 -0.317 0.023 -0.088 -0.05
C -0.3196 -0.7686 -1.1352 0.672 -0.164 -0.431 -0.53
C 0.6273 -1.8289 -0.5682 0.115 -0.522 -0.677 -0.53
C 0.9035 -2.9154 -1.6179 0.271 -1.724 0.378 0.70
N 0.9906 -2.5876 -3.0028 0.147 -0.018 0.786 -0.88
O 1.0321 -4.0762 -1.2478 -0.464 1.675 -0.561 -0.53
H -3.0425 -3.8534 -0.9263 -0.163 -0.214 0.100 0.24
H -1.6409 -2.8598 -0.8462 0.087 -0.002 0.147 0.23
H -2.9165 -2.5536 -2.0410 0.146 0.233 -0.123 0.24
H -3.7861 -2.6960 0.7463 -0.141 -0.050 0.330 0.23
H -3.6058 -0.6481 1.5239 0.098 0.184 0.537 0.22
H -4.1007 0.9878 0.1580 -0.223 -0.149 -0.021 0.22
H -3.0061 2.2023 -0.3619 0.406 0.233 -0.096 0.24
H -4.5112 0.8471 -2.0203 -0.192 -0.163 0.074 0.20
H -3.0337 1.5793 -2.4998 0.436 0.087 -0.099 0.20
H -2.8681 1.9556 1.5034 -0.234 0.002 -0.008 0.45
H -3.3254 0.4200 3.2375 0.071 -0.673 -0.519 0.24
H -2.8426 1.9637 3.4989 0.070 0.379 -0.206 0.23
H -1.7440 1.3919 5.1681 -0.168 0.642 -0.204 0.22
H -2.6731 -0.9322 4.6259 -0.067 -0.211 -0.118 0.48
H -0.8985 2.8158 2.6907 0.080 -0.067 0.279 0.25
H -1.2108 3.1756 1.0509 -0.275 -0.091 -0.419 0.24
H 1.0970 1.6802 2.1214 -0.113 -0.198 0.335 0.23
H 0.9119 2.5641 0.6904 -0.122 0.027 -0.517 0.22
H -1.1343 -1.2157 -1.6807 -0.320 0.204 0.346 0.26
H 0.2861 -0.3539 -1.9264 0.047 0.457 -0.159 0.26
H 0.2554 -2.3923 0.2687 0.153 0.088 0.192 0.24
H 1.5968 -1.4072 -0.3294 0.130 0.266 0.252 0.26
H 1.3595 -1.6568 -3.1407 -0.182 0.256 -0.102 0.39
H 0.0771 -2.6926 -3.4216 0.069 -0.173 -0.421 0.39
O 2.9610 -0.1418 -2.5762 -0.297 -0.006 0.294 -0.99
S 4.3621 -0.4218 -2.4010 0.526 -0.043 -0.567 2.39
O 4.8207 -1.0458 -1.2023 -0.297 -0.005 0.241 -0.92
O 5.1771 0.9108 -2.6596 -0.050 -0.064 -0.019 -0.71
C 4.8281 2.0864 -1.8950 -0.106 0.417 0.333 -0.08
C 5.3053 2.0171 -0.4578 -0.036 -0.238 0.011 -0.64
C 4.9496 -1.3274 -3.7862 -0.023 -0.012 -0.057 -0.89
H 3.7503 2.2497 -1.9545 -0.017 -0.137 -0.055 0.19
H 5.3118 2.9110 -2.4127 0.065 -0.117 -0.147 0.20
H 4.7911 1.2333 0.0970 -0.015 -0.001 -0.006 0.22
H 5.1181 2.9685 0.0404 0.024 0.056 -0.069 0.22
H 6.3718 1.8010 -0.4186 0.025 0.061 -0.001 0.23
H 4.6151 -0.8392 -4.6970 0.002 0.024 0.003 0.26
H 4.5281 -2.3280 -3.7111 -0.031 0.002 0.042 0.27
H 6.0337 -1.3699 -3.7370 0.015 0.000 0.029 0.26


81
Properties=species:S:1:pos:R:3:forces:R:3:lowdin_charge:R:1 method="wB97M-V/def2-TZVPD" total_charge=-1 lumo_ev=1.77 homo_energy_ev=-2.80
O -1.9479 2.7262 -2.7658 0.157 4.064 -0.568 0.13
C -2.0820 1.5759 -2.6471 0.604 -3.156 0.425 -0.57
O -3.1482 0.9385 -3.2437 -0.401 -0.691 0.519 0.06
C -1.1675 0.7417 -1.8216 -0.725 -0.448 0.166 -0.15
C -1.4628 1.0589 -0.2916 1.104 0.224 -0.810 -0.21
C -0.2475 1.7793 0.3330 -0.809 -0.374 0.621 -0.16
C -0.6252 2.9578 1.1142 0.995 -2.065 -1.709 -0.73
F -1.8331 2.9035 1.7502 -0.952 0.530 0.783 0.05
F 0.2891 3.2112 2.0687 0.607 0.475 1.180 0.01
F -0.6748 4.0812 0.3784 -0.610 1.491 -0.389 0.07
H -3.9242 1.4168 -2.9325 -0.226 0.207 -0.464 0.10
H -1.2810 -0.3201 -2.0259 -0.194 -0.137 -0.114 0.10
H -0.1481 1.0262 -2.0214 -0.469 0.156 0.101 -0.03
H -2.3915 1.6267 -0.2260 -0.068 0.174 0.052 0.10
H -1.6650 0.0965 0.1690 -0.030 -0.167 0.228 0.06
H 0.1908 1.1000 1.0664 0.251 -0.088 -0.005 0.02
C 0.2672 -3.0992 0.7516 0.210 0.047 -0.025 -1.06
Cl 1.1940 -1.6238 0.4806 -0.218 0.132 0.158 0.56
Cl -1.4160 -2.9380 0.2384 -0.088 0.381 -0.020 0.50
H 0.7213 -3.9031 0.1809 0.028 0.081 -0.098 -0.04
H 0.2928 -3.3328 1.8099 -0.085 0.051 0.013 0.03
C -6.6604 3.9901 2.0187 0.082 0.087 0.069 -1.01
Cl -7.7629 4.6662 3.2342 0.101 -0.006 -0.066 0.49
Cl -7.3634 2.5905 1.2062 -0.002 0.006 -0.129 0.54
H -6.4485 4.7492 1.2764 -0.103 0.022 -0.020 0.03
H -5.7450 3.6820 2.5063 -0.002 -0.064 0.086 0.03
C 4.3186 -1.3861 -1.4116 -0.137 0.088 0.024 -1.05
Cl 5.9935 -1.6326 -0.8879 0.022 0.022 0.008 0.49
Cl 3.4674 -2.9271 -1.5939 0.278 0.307 -0.269 0.45
H 3.8037 -0.7874 -0.6687 0.019 -0.045 0.050 -0.04
H 4.3217 -0.8709 -2.3633 0.036 -0.027 -0.021 0.00
C 4.0070 -6.5720 -2.7691 0.007 0.129 -0.022 -1.01
Cl 2.9068 -5.8965 -1.5683 -0.092 -0.591 -0.211 0.46
Cl 3.1864 -7.6953 -3.8657 0.063 -0.033 -0.043 0.50
H 4.4233 -5.7579 -3.3516 -0.092 0.031 -0.024 0.03
H 4.7975 -7.1056 -2.2553 -0.058 -0.069 0.021 0.02
C -0.8052 4.9196 -5.1920 -0.060 -0.165 0.174 -1.02
Cl 0.9564 4.7536 -5.2196 0.011 0.013 0.016 0.50
Cl -1.4529 5.2618 -6.8059 -0.041 0.030 -0.010 0.48
H -1.2371 3.9943 -4.8270 0.038 -0.018 -0.010 0.00
H -1.0657 5.7363 -4.5312 0.047 0.058 -0.048 0.03
C 2.8028 2.5828 -2.0704 -0.177 0.162 0.050 -0.96
Cl 4.4904 2.3267 -1.5803 0.041 -0.013 -0.075 0.48
Cl 1.9510 1.0596 -2.2768 0.858 -0.060 -0.267 0.63
H 2.2945 3.1591 -1.3017 -0.067 -0.220 0.138 0.03
H 2.7900 3.1191 -3.0119 0.088 -0.072 -0.044 0.01
C 5.0145 -5.8938 1.7523 -0.112 -0.081 -0.014 -1.02
Cl 3.7062 -4.7997 1.3100 0.031 0.144 0.426 0.49
Cl 6.5865 -5.0849 1.7170 0.044 -0.054 0.005 0.50
H 4.8369 -6.2659 2.7542 0.028 0.077 0.037 0.02
H 5.0314 -6.7168 1.0460 0.016 0.060 -0.069 0.02
C 3.4459 2.6186 2.8139 -0.160 0.044 -0.156 -1.03
Cl 4.7980 2.6030 3.9598 0.265 -0.067 -0.204 0.46
Cl 3.4073 1.1809 1.7978 0.039 -0.108 0.024 0.52
H 2.5235 2.6684 3.3740 -0.031 -0.067 0.022 -0.05
H 3.5397 3.4885 2.1746 0.079 -0.013 -0.005 0.03
C -8.0484 -0.7927 2.4301 0.091 0.033 -0.062 -1.03
Cl -9.6452 -1.5579 2.3420 -0.022 0.021 0.034 0.49
Cl -6.8131 -1.7350 1.5968 0.115 -0.037 0.188 0.50
H -8.1008 0.1774 1.9536 -0.095 -0.042 0.033 -0.05
H -7.7675 -0.6931 3.4714 -0.039 -0.057 0.016 0.03
C 1.3635 3.8646 6.4316 -0.032 0.106 -0.016 -1.00
Cl 3.1208 3.6777 6.5641 -0.204 0.061 0.271 0.48
Cl 0.8695 4.1445 4.7605 -0.135 -0.001 0.182 0.59
H 0.8895 2.9584 6.7893 0.057 -0.063 -0.068 0.02
H 1.0550 4.7106 7.0343 0.069 0.047 -0.023 0.02
C -6.6917 -3.7457 -1.5482 0.020 -0.051 0.037 -1.02
Cl -4.9985 -3.5284 -1.0878 -0.205 0.179 -0.136 0.47
Cl -7.5457 -2.2056 -1.6770 -0.128 -0.018 -0.228 0.48
H -6.7338 -4.2428 -2.5102 0.080 0.068 -0.036 0.02
H -7.1772 -4.3534 -0.7928 -0.002 0.100 0.074 0.02
C -2.2591 -6.9700 0.6131 -0.037 -0.299 0.002 -0.99
Cl -3.7091 -6.1144 0.0548 0.477 -0.112 0.203 0.48
Cl -0.7668 -6.0138 0.5637 -0.221 -0.564 -0.004 0.55
H -2.4103 -7.2906 1.6369 -0.059 0.115 0.023 0.02
H -2.1296 -7.8339 -0.0279 0.087 0.043 -0.045 0.02
C 7.6773 5.1059 -1.2426 0.013 -0.063 0.080 -1.03
Cl 6.3297 4.8926 -0.1256 0.110 0.075 0.100 0.49
Cl 7.1808 5.9423 -2.7208 0.065 0.011 -0.043 0.49
H 8.4463 5.6922 -0.7543 -0.050 0.079 -0.011 0.02
H 8.0642 4.1296 -1.5098 -0.094 -0.024 -0.060 0.02


61
Properties=species:S:1:pos:R:3:forces:R:3:nbo_charge:R:1 method="wB97M-V/def2-TZVPD" total_charge=0 lumo_ev="-0.32 / -1.26" homo_energy_ev="-6.40 / -6.36" multiplicity=2
Cu -0.2208 -0.0174 0.4094 0.373 2.083 0.643 1.49
C -1.2151 4.1231 0.1072 0.019 -0.046 0.545 -0.43
C -0.8123 5.2932 0.8444 0.830 -0.129 -0.358 0.43
C 0.1946 5.0882 2.0328 -0.076 -0.010 -0.236 0.44
O 0.4201 6.0229 2.7775 0.024 -0.013 0.089 -0.56
C 0.8110 3.7863 2.1456 -0.389 0.110 -0.223 -0.47
C 0.3797 2.7332 1.3873 0.560 -0.164 0.953 0.35
C -0.6411 2.8978 0.3193 -1.222 0.712 -0.853 0.34
O -1.0046 1.8976 -0.4191 1.054 -1.800 0.644 -0.86
O 0.8052 1.5342 1.6602 -0.567 -1.796 -1.574 -0.80
O -1.0758 6.4312 0.5084 -0.404 0.230 0.192 -0.56
H -1.9726 4.2139 -0.6602 0.067 0.098 -0.073 0.20
H 1.5316 3.6023 2.9314 -0.005 0.068 0.047 0.21
C 0.1322 -1.6981 3.4152 -0.604 0.652 0.337 -0.25
O 0.5680 -1.4417 2.0966 -0.070 -0.577 -0.159 -0.57
C 1.7784 -2.0748 1.7865 1.538 0.699 0.180 -0.07
C 2.5064 -1.3435 0.6627 -0.161 -0.165 -0.100 -0.24
N 1.5569 -0.9918 -0.4092 0.725 0.499 0.141 -0.70
C 2.1817 -0.0419 -1.3566 -0.111 0.153 -0.839 -0.26
C 3.0257 -0.7500 -2.3929 0.466 0.402 -0.019 -0.08
O 2.1972 -1.4685 -3.2794 -0.094 -0.201 0.280 -0.55
C 2.9441 -2.2553 -4.1821 0.084 0.220 -0.299 -0.25
H 0.7689 -1.1828 4.1386 0.188 -0.214 -0.010 0.19
H 0.0278 -2.7587 3.6585 0.290 -0.082 -0.192 0.17
H -0.8539 -1.2434 3.5108 0.002 -0.017 -0.093 0.20
H 1.6887 -3.1404 1.5463 -0.393 -0.004 0.125 0.17
H 2.4825 -1.9474 2.6195 -0.245 -0.487 0.265 0.19
H 3.3280 -1.9828 0.3153 -0.191 -0.173 -0.126 0.19
H 3.0245 -0.4464 1.0004 -0.566 0.220 0.248 0.23
H 1.4184 -1.8431 -0.9504 -0.503 0.100 -0.012 0.38
H 2.7895 0.7231 -0.8746 -0.066 -0.250 0.497 0.23
H 1.4099 0.5173 -1.8823 -0.160 -0.115 0.050 0.23
H 3.7635 -1.4094 -1.9128 -0.097 -0.172 -0.008 0.16
H 3.6153 -0.0073 -2.9452 -0.064 0.038 -0.067 0.18
H 3.6372 -1.6391 -4.7676 -0.009 0.066 0.078 0.17
H 2.2412 -2.7007 -4.8824 0.003 -0.175 0.112 0.20
H 3.5356 -3.0194 -3.6673 -0.127 -0.083 0.024 0.17
C -0.8929 0.5595 -3.1217 1.202 0.180 -0.610 -0.26
O -0.9018 -0.3409 -2.0318 -0.715 0.306 0.037 -0.56
C -1.3363 -1.6199 -2.3756 0.395 -0.974 0.210 -0.08
C -1.5020 -2.4479 -1.0826 0.097 -0.028 -0.060 -0.24
N -1.6267 -1.6196 0.1357 -0.207 0.091 -0.418 -0.68
C -2.9265 -0.9141 0.1957 -0.015 0.495 -0.385 -0.26
C -3.0733 -0.2227 1.5407 -0.473 -1.279 0.249 -0.06
O -1.9692 0.5601 1.9074 -1.026 -0.553 -0.039 -0.56
C -2.1791 1.1471 3.1922 0.639 0.705 -0.519 -0.26
H -1.8689 0.8208 -3.5308 -0.203 -0.273 0.228 0.18
H -0.2439 0.1380 -3.9025 -0.327 -0.110 -0.197 0.17
H -0.3848 1.4736 -2.8237 -0.332 0.033 0.442 0.23
H -0.5436 -2.1089 -2.9577 -0.150 -0.011 -0.239 0.18
H -2.2527 -1.6797 -2.9706 -0.090 0.579 0.027 0.18
H -0.6428 -3.1156 -0.9903 0.150 0.231 0.340 0.19
H -2.3577 -3.1304 -1.1224 -0.141 0.174 -0.325 0.19
H -1.6510 -2.3125 0.8802 0.394 0.379 0.351 0.38
H -3.7524 -1.6254 0.0787 -0.035 0.000 0.117 0.19
H -2.9916 -0.2175 -0.6410 0.252 0.109 0.083 0.24
H -3.1827 -1.0729 2.2426 0.134 0.206 0.346 0.14
H -4.0343 0.2950 1.6141 0.149 0.376 -0.246 0.20
H -2.4563 0.4090 3.9499 0.344 -0.137 0.011 0.16
H -2.9673 1.9054 3.1766 -0.063 -0.069 -0.293 0.19
H -1.2296 1.6587 3.3448 -0.082 -0.105 0.677 0.24


no.,E_tot (Ha)
1,-5232.7128
2,-13120.0862
3,-3056.8336